Record 1
{"formula": "CH5N3S", "method": "ωB97M-V/def2-TZVPD", "charge": 0, "lumo_ev": 0.7, "gap_ev": 9.59, "smiles": "N/N=C\\NS", "elements": ["S", "H", "H", "N", "N", "C", "H", "H", "H", "N"], "coordinates": [[0.1369, -1.4344, -1.4874], [-0.3361, -0.2400, -2.0049], [1.7105, -1.2317, 0.1196], [-0.8168, 1.3733, 0.0771], [-0.6720, 0.3986, 1.0403], [0.1731, -0.4849, 0.9270], [0.1710, -1.3989, 1.6696], [0.0121, 1.5256, -0.5651], [-1.3965, 2.0707, 0.4416], [1.0178, -0.5782, -0.2179]]}

---

Record 2
{"formula": "CH5N3S", "method": "ωB97M-V/def2-TZVPD", "charge": 0, "lumo_ev": 0.2, "gap_ev": 8.60, "elements": ["N", "N", "H", "C", "H", "N", "H", "H", "S", "H"], "coordinates": [[1.5545, -0.0227, 0.6103], [0.4257, -0.6157, 0.4468], [-3.4140, 0.9793, 1.0547], [-1.6858, 0.5062, -0.6100], [-1.1112, -0.3498, -0.9401], [2.1494, 0.1463, -0.5615], [1.6289, -0.1445, -1.3680], [0.1197, -0.8954, 1.4184], [-2.7946, -0.0765, 0.4428], [3.1274, 0.4726, -0.4936]]}

---

Record 3
{"formula": "CH5N5O", "method": "ωB97M-V/def2-TZVPD", "charge": 0, "lumo_ev": 0.9, "gap_ev": 10.38, "elements": ["H", "N", "H", "H", "N", "N", "H", "N", "C", "N", "O", "H"], "coordinates": [[-0.6287, 1.2664, 0.0622], [-1.7500, -1.3307, 1.1867], [1.9549, 0.5196, -2.6251], [0.8663, -1.5780, 0.2475], [0.4498, -0.6310, 0.2603], [2.3213, 0.9112, -1.8493], [-1.5171, -2.2747, 1.3796], [1.7174, 1.5778, -1.0776], [-0.7559, -0.4690, 0.6469], [1.2002, 2.2918, -0.3735], [-1.2841, 0.7730, 0.5046], [-2.5741, -1.0567, 1.6378]]}

---

Record 4
{"formula": "CH5NO", "method": "ωB97M-V/def2-TZVPD", "charge": 0, "lumo_ev": 1.1, "gap_ev": 10.61, "smiles": "NCO", "elements": ["H", "H", "N", "C", "H", "O", "H", "H"], "coordinates": [[-1.6149, 0.6754, -0.0649], [1.2168, -0.2309, 1.2241], [1.0997, 0.3159, 0.3643], [0.1491, -0.3179, -0.4360], [0.1856, 0.3408, -1.2579], [-1.2332, -0.1260, 0.0285], [1.0940, 1.3354, 0.4754], [0.3919, -1.4166, -0.5390]]}

---

Record 5
{"formula": "CH5NO", "method": "ωB97M-V/def2-TZVPD", "charge": 0, "lumo_ev": 0.8, "gap_ev": 10.90, "smiles": "C=O.N", "elements": ["H", "C", "H", "H", "N", "H", "O", "H"], "coordinates": [[-0.1971, 1.1284, -0.7503], [-1.1335, -1.7173, 0.7592], [-0.8352, -0.8819, 1.4282], [1.4539, 0.7161, -0.7924], [0.8414, 1.4906, -0.6410], [-2.1480, -2.0698, 1.0251], [-0.5157, -2.1537, -0.1604], [0.9199, 2.1878, -1.4365]]}

---

Record 6
{"formula": "CH5NO2", "method": "ωB97M-V/def2-TZVPD", "charge": 0, "lumo_ev": [-1.8, -1.8], "gap_ev": [6.95, 6.94], "elements": ["H", "H", "H", "H", "O", "C", "H", "O", "N"], "coordinates": [[-0.6815, -1.3830, -0.7038], [-1.5661, -1.0156, 0.6240], [1.5672, 1.2748, 0.0291], [-0.6877, 1.2319, -0.5799], [1.0883, -0.5202, -0.7526], [1.0095, 0.3298, 0.2027], [1.1643, -0.0192, 1.2378], [-0.5005, 0.8399, 0.2879], [-1.3934, -0.7384, -0.3452]]}

---

Record 7
{"formula": "CH5NO2", "method": "ωB97M-V/def2-TZVPD", "charge": 0, "lumo_ev": 0.6, "gap_ev": 10.16, "smiles": "C=[NH+][O-].O", "elements": ["H", "H", "H", "O", "O", "N", "C", "H", "H"], "coordinates": [[0.9926, 2.3908, 0.8892], [-0.3937, -0.2880, 1.0927], [0.6225, 1.2966, 2.2735], [-0.1000, 0.3532, -0.6393], [-0.9749, -2.4011, 0.2342], [0.0003, 0.5563, 0.5769], [0.7361, 1.3980, 1.1926], [-0.0992, -2.6801, -0.1947], [-1.0348, -1.5689, -0.1554]]}

---

Record 8
{"formula": "CH5NO2S", "method": "ωB97M-V/def2-TZVPD", "charge": 0, "lumo_ev": [-0.8, -0.3], "gap_ev": [8.02, 8.43], "elements": ["H", "H", "H", "N", "H", "O", "C", "O", "S", "H"], "coordinates": [[-0.2920, -1.7528, -0.5331], [0.5172, -1.1756, 0.8845], [1.9052, 1.7456, 0.4023], [-1.5910, 0.6471, -0.0957], [-2.1106, 1.6153, -0.3362], [-2.2254, -0.2129, 0.5768], [0.4048, -1.1063, -0.1401], [1.9061, 0.7719, 0.3300], [0.0589, 0.6212, -0.4844], [1.4266, -1.1536, -0.6041]]}

---

Record 9
{"formula": "CH5NO4S", "method": "ωB97M-V/def2-TZVPD", "charge": 0, "lumo_ev": 0.7, "gap_ev": 11.10, "elements": ["H", "H", "O", "O", "C", "H", "H", "O", "S", "O", "H", "N"], "coordinates": [[-0.1945, -1.8840, -0.0788], [2.8163, 1.4904, -1.2668], [1.9913, 1.7768, -1.7080], [1.1269, -0.4486, -0.8687], [-1.5969, -0.7216, 0.6625], [-1.9895, -0.5611, 1.5841], [-0.6150, -2.3898, 1.5922], [0.6268, 1.6617, 0.3349], [0.5848, 0.8799, -1.1166], [-1.6917, 0.0064, -0.3122], [-0.2438, 2.0037, 0.4949], [-0.8146, -1.8138, 0.6823]]}

---

Record 10
{"formula": "CH5NO4S", "method": "ωB97M-V/def2-TZVPD", "charge": 0, "lumo_ev": 0.5, "gap_ev": 10.19, "elements": ["O", "N", "O", "H", "H", "O", "C", "S", "H", "H", "O", "H"], "coordinates": [[-1.6630, -0.9360, 0.0725], [-1.8151, 1.9742, 0.3036], [0.4069, 0.4612, -0.2345], [-1.2040, -1.4084, 0.8314], [-1.8868, 1.3227, 1.0813], [1.5107, -2.0286, -0.6258], [2.3590, -1.3222, -0.1610], [-0.7444, -0.0386, -1.0023], [3.0881, -0.7715, -0.7599], [2.6151, -1.1577, 0.9033], [-1.7751, 1.3321, -0.8851], [-0.8915, 2.5727, 0.4766]]}

---

Record 11
{"formula": "CH5NOP", "method": "ωB97M-V/def2-TZVPD", "charge": -1, "lumo_ev": [4.8, 4.9], "gap_ev": [6.66, 6.65], "elements": ["H", "P", "H", "C", "O", "H", "H", "H", "N"], "coordinates": [[1.0798, 0.7298, 2.0350], [0.2999, -0.3328, 1.5203], [-0.6385, -0.0549, 2.5447], [0.1002, -0.5156, -1.4929], [-0.6943, 1.6423, 0.1999], [-0.4771, -1.4199, -1.5741], [1.1588, -0.6751, -1.3668], [-0.1500, 0.2586, -2.1958], [-0.6788, 0.3676, 0.3296]]}

---

Record 12
{"formula": "CH5NOP", "method": "ωB97M-V/def2-TZVPD", "charge": -1, "lumo_ev": [4.7, 4.7], "gap_ev": [6.04, 6.04], "smiles": "C[PH2]=N[O-]", "elements": ["O", "N", "H", "H", "H", "H", "H", "C", "P"], "coordinates": [[2.9920, 0.1693, -0.1032], [1.7471, 0.1718, -0.0241], [-0.4277, -1.7650, -0.8636], [-1.6925, 0.0109, -0.0634], [-0.9516, 1.3627, -0.8699], [-0.9428, 1.2430, 0.8704], [-0.2133, -1.1747, 1.1823], [-0.9570, 0.6974, -0.0119], [0.4458, -0.7154, -0.1167]]}

---

Record 13
{"formula": "CH5NOS", "method": "ωB97M-V/def2-TZVPD", "charge": 0, "lumo_ev": 0.7, "gap_ev": 9.77, "smiles": "C=[S@H](N)=O", "elements": ["H", "H", "O", "H", "S", "C", "H", "H", "N"], "coordinates": [[0.7149, -1.5002, -0.3345], [-0.4648, 2.0151, -1.1224], [-2.2066, -0.1161, -0.1734], [0.9346, 1.3703, -0.2584], [-0.8173, 0.1228, 0.0565], [-0.1114, 1.4799, -0.2977], [-0.2184, -0.2988, 1.2725], [-0.5038, -1.9244, -1.2035], [-0.2230, -1.4355, -0.3577]]}

---

Record 14
{"formula": "CH5NOS", "method": "ωB97M-V/def2-TZVPD", "charge": 0, "lumo_ev": 0.6, "gap_ev": 10.60, "smiles": "NC=O.S", "elements": ["H", "H", "H", "C", "S", "N", "H", "O", "H"], "coordinates": [[-3.2143, -0.5464, 1.1920], [4.7088, 0.8267, -0.4112], [-1.2093, -0.9920, -0.7904], [-3.0125, -1.1362, 0.2881], [3.7135, 1.5478, 0.1289], [-1.8832, -0.5284, -0.2133], [3.3226, 1.9426, -1.0616], [-3.6747, -1.9916, -0.2249], [-1.6129, 0.3389, 0.2228]]}

---

Record 15
{"formula": "CH5NOS", "method": "ωB97M-V/def2-TZVPD", "charge": 0, "lumo_ev": 0.7, "gap_ev": 9.51, "smiles": "NSCO", "elements": ["N", "C", "H", "H", "S", "H", "H", "H", "O"], "coordinates": [[-0.9196, 0.4939, 0.9685], [0.7619, -0.6041, -0.6713], [0.8176, -1.5092, -1.2198], [-1.7812, 1.1508, 0.8083], [-1.0401, -0.8936, -0.0443], [-0.8585, 0.2500, 1.9506], [1.2748, -0.7175, 0.3764], [0.7645, 1.3214, -0.8270], [0.9807, 0.5084, -1.3416]]}

---

Record 16
{"formula": "CH5NOS", "method": "ωB97M-V/def2-TZVPD", "charge": 0, "lumo_ev": [-0.6, -0.8], "gap_ev": [8.39, 9.23], "elements": ["C", "N", "H", "H", "H", "O", "S", "H", "H"], "coordinates": [[-0.0331, 1.3752, 0.1977], [1.0382, -1.7273, 0.3060], [0.1664, -2.1718, 0.5485], [1.1519, -1.8059, -0.7377], [0.4707, 1.4523, 1.1784], [-1.7489, -0.4286, -1.0327], [-1.0682, -0.1539, 0.2375], [-0.5482, 2.2022, -0.0197], [0.5710, 1.2577, -0.6779]]}

---

Record 17
{"formula": "CH5NOS2", "method": "ωB97M-V/def2-TZVPD", "charge": 0, "lumo_ev": 0.3, "gap_ev": 9.40, "smiles": "NC=O.SS", "elements": ["H", "S", "H", "N", "H", "O", "H", "C", "H", "S"], "coordinates": [[-0.2863, 1.0393, -1.3139], [-1.4417, -1.4563, -1.6832], [0.8139, 1.3865, 1.9564], [0.6240, 0.4356, 1.9998], [-0.4125, 0.3220, 2.2781], [1.6093, 0.5942, -0.0520], [1.1264, -1.1862, 0.6826], [1.1379, -0.1284, 0.8615], [-2.6506, -1.2830, -2.2879], [-0.5204, 0.2763, -2.4414]]}

---

Record 18
{"formula": "CH5NOSi", "method": "ωB97M-V/def2-TZVPD", "charge": 0, "lumo_ev": 0.7, "gap_ev": 11.87, "smiles": "[SiH4].N=C=O", "elements": ["H", "H", "O", "H", "H", "C", "N", "H", "Si"], "coordinates": [[1.9660, 2.2477, -0.8563], [1.7449, 2.9371, 1.2973], [-0.7243, -1.8332, 0.9767], [-0.2225, 2.3040, -0.1426], [-2.2657, -3.3118, -1.5510], [-1.2653, -2.3948, 0.0999], [-1.6756, -2.7658, -0.9709], [1.3258, 0.7436, 0.8223], [1.1168, 2.0732, 0.3247]]}

---

Record 19
{"formula": "CH5NP2", "method": "ωB97M-V/def2-TZVPD", "charge": 0, "lumo_ev": [-0.5, -0.2], "gap_ev": [6.83, 7.93], "elements": ["P", "H", "H", "H", "C", "N", "H", "P", "H"], "coordinates": [[-2.4140, -0.7985, 0.1374], [0.2992, 1.4056, 0.0149], [-1.7572, 1.4111, 0.0370], [0.5426, -1.5036, 0.7663], [1.0413, -0.9948, 0.0479], [-2.5033, 0.7122, 0.1491], [1.3747, -1.5884, -0.6810], [1.4020, 0.6055, 0.3538], [2.0146, 0.7509, -0.8253]]}

---

Record 20
{"formula": "CH5NSi2", "method": "ωB97M-V/def2-TZVPD", "charge": 0, "lumo_ev": -1.9, "gap_ev": 7.33, "elements": ["Si", "H", "Si", "H", "H", "H", "N", "H", "C"], "coordinates": [[2.6930, 0.0993, -0.2265], [0.3730, 1.2983, -0.7377], [-0.2602, 0.1358, -0.2036], [-1.7699, 0.2932, 0.0410], [0.0553, -1.0031, -1.0092], [4.0832, -0.3889, -0.0477], [2.6701, 2.7163, 1.1915], [0.1607, -0.6867, 0.9537], [2.8227, 1.7004, 0.6729]]}